*one*
The following is a DFT calculation (ωB97M-V/def2-TZVPD) of a 2-piece molecular cluster, CH6N2S overall.

Calculated values
SMILES   [H]/N=C/N.S
Molecular weight   78.14 u

Last columns: bonded neighbours and bond lengths (Å).
Element x y z (Å)
1 H 0.8863 -2.6509 -3.0595  N2 1.135
2 N 1.1950 -1.5991 -2.7671  H1 1.135, C3 1.288
3 C 0.4726 -1.2116 -1.7734  N2 1.288, N4 1.471, H5 1.034
4 N 0.4716 -0.2014 -0.7044  C3 1.471, H6 1.017, H7 1.028
5 H -0.4270 -1.7046 -1.9025  C3 1.034
6 H 0.8206 0.7490 -0.6073  N4 1.017
7 H -0.0321 -0.5342 0.1274  N4 1.028
8 S -1.4084 2.1851 3.5692  H9 1.441, H10 1.396
9 H -0.9974 2.6487 4.8706  S8 1.441
10 H -0.9813 2.3189 2.2471  S8 1.396



*two*
The following is a DFT calculation (ωB97M-V/def2-TZVPD) of a 2-piece molecular cluster, CH6N2S overall.

Calculated values
Molecular weight   78.14 u

Last columns: bonded neighbours and bond lengths (Å).
Element x y z (Å)
1 C -0.7942 -0.8311 -1.1260  N3 1.393, H5 1.058, H6 1.062, H7 1.089
2 N 1.5308 1.3107 1.3335  S4 1.685, H8 1.032, H9 1.005
3 N -0.4405 -0.6989 0.2149  C1 1.393, H10 1.094
4 S 0.1284 1.6036 0.4465  N2 1.685
5 H -1.7646 -0.4603 -1.3293  C1 1.058
6 H -0.1324 -0.3758 -1.8202  C1 1.062
7 H -0.8222 -1.8894 -1.3791  C1 1.089
8 H 2.4177 1.3815 0.8102  N2 1.032
9 H 1.1650 0.6020 1.9449  N2 1.005
10 H -1.2882 -0.6424 0.9046  N3 1.094



*three*
The following is a DFT calculation (ωB97M-V/def2-TZVPD) of a 2-piece molecular cluster, CH6N2S overall.

Calculated values
SMILES   [H]/N=C/N.S
Molecular weight   78.14 u

Last columns: bonded neighbours and bond lengths (Å).
Element x y z (Å)
1 H -0.2326 -4.6499 -0.5960  N2 1.016
2 N 0.0231 -3.9121 0.0539  H1 1.016, C3 1.270
3 C -0.1049 -2.7836 -0.5146  N2 1.270, N4 1.362, H5 1.097
4 N 0.1104 -1.6031 0.1305  C3 1.362, H6 1.000, H7 1.008
5 H -0.4785 -2.6677 -1.5394  C3 1.097
6 H 0.3181 -0.8084 -0.4395  N4 1.000
7 H 0.3790 -1.6796 1.0991  N4 1.008
8 S 0.4594 5.6728 0.8219  H9 1.337, H10 1.338
9 H -0.4821 6.4404 1.3810  S8 1.337
10 H 0.0080 5.9912 -0.3969  S8 1.338



What should be chosen as the most stable of them? Choose *three*.